[1]
Here is a molecular structure, C19H17Cl4IrN3O2STe at a distorted geometry from the Open Molecules 2025 dataset. Energies are from ωB97M-V/def2-TZVPD.

- LUMO energy (eV) = 1.4
- Kohn-Sham gap (eV) = 4.952
- charge = -1
- multiplicity = 1
- highest occupied orbital energy (Eh) = -0.130

CARTESIAN COORDINATES (ANGSTROEM)
C -4.47 -3.06 -1.12
S -5.31 -0.67 -1.17
N -0.02 -3.22 0.67
C 5.76 -2.50 0.33
C -1.35 4.60 0.51
Cl 0.69 -0.32 3.39
C -2.17 5.39 -0.29
Cl 2.37 -3.10 -1.89
H 0.11 -3.01 2.73
C 3.42 -2.33 -0.69
H 1.55 -2.45 1.89
C 2.89 -1.19 0.00
O 0.36 2.94 0.71
H -2.43 -2.66 -0.35
C 5.99 -0.45 1.94
C -0.49 3.50 -1.43
H 4.87 -3.73 -1.14
H 0.58 2.66 -3.14
Te -2.47 0.67 -0.02
C 0.46 -2.49 1.84
H -1.15 -1.10 2.16
O 0.60 1.37 -1.63
H -4.42 -4.14 -1.23
C -2.11 5.24 -1.67
C 0.30 2.45 -2.10
C 5.81 -1.40 1.15
N 1.75 -0.67 -0.16
C -0.09 -1.06 1.88
H 0.41 -2.80 -0.16
C -3.39 -2.26 -0.65
C -3.70 -0.94 -0.61
H 0.33 -4.17 0.70
C -1.27 4.32 -2.25
Ir 0.15 0.15 0.23
C -5.57 -2.33 -1.44
N -0.40 1.82 1.31
H 0.03 1.77 2.23
H -6.52 -2.68 -1.82
C -0.49 3.65 -0.04
Cl -3.12 6.25 -2.66
H 6.65 -3.11 0.26
Cl -1.38 4.82 2.22
H -2.87 0.54 1.58
H 5.93 -1.05 2.90
H -1.24 4.21 -3.32
H -2.82 6.12 0.16
H 3.57 -0.72 0.71
C 4.67 -2.86 -0.51

Here are the Löwdin charges for atoms 1 to 4, given in e:
1. C -0.1966
2. S 0.9069
3. N -0.0139
4. C -0.1890


[2]
Here is a molecular structure, C19H17Cl5N2Pd at a distorted geometry from the Open Molecules 2025 dataset. Energies are from ωB97M-V/def2-TZVPD.

- LUMO energy (alpha / beta) (eV) = -0.2 / -1.4
- Kohn-Sham gap (alpha / beta) (eV) = 6.568 / 7.152
- expectation value of S² = 2.01
- multiplicity = 3
- highest occupied orbital energy (alpha / beta) (Eh) = -0.247 / -0.313

CARTESIAN COORDINATES (ANGSTROEM)
H 1.15 1.66 -5.02
H -0.91 -2.09 -4.17
H -1.17 -3.34 0.55
Cl -1.75 0.16 0.15
Cl 1.61 2.01 3.92
C -1.92 2.66 1.16
H 1.66 3.13 -2.99
C 1.21 1.53 -1.63
H 1.23 -2.97 3.14
C 0.65 -0.03 -3.77
C -1.92 -3.39 -2.76
C 0.02 1.34 1.85
C -0.44 -1.63 2.94
C -0.22 -1.76 -2.15
C -1.50 3.71 2.01
H -1.08 -2.11 3.68
H 3.48 1.37 1.83
N 0.90 0.26 -1.40
C 0.51 -0.50 -2.44
H 0.07 -0.80 3.44
C -1.01 -2.40 -3.13
Cl -2.32 5.20 1.99
H -2.55 -3.88 -3.50
H 1.12 -2.27 1.52
C 0.32 2.29 2.81
C 2.77 1.50 1.00
Pd 1.58 -0.01 1.41
Cl -3.27 2.85 0.14
C -1.16 1.45 1.12
H 3.27 1.28 0.04
H 2.32 2.51 1.03
Cl 0.16 4.79 3.85
C 1.06 1.29 -4.00
C -1.13 -3.10 -0.51
C -2.01 -3.74 -1.41
H 1.41 2.14 -0.75
C 1.34 2.09 -2.91
H -0.02 -3.53 2.04
H -1.06 -1.21 2.15
C 0.52 -2.64 2.37
H -2.71 -4.47 -1.02
N -0.24 -2.19 -0.88
H 0.40 -0.71 -4.58
C -0.39 3.52 2.86

Here are the Löwdin charges for atoms 1 to 4, given in e:
1. H 0.1095
2. H 0.0972
3. H 0.0831
4. Cl 0.7544


[3]
Here is C19H17ClN6O2 in the gas phase at a distorted geometry from the Open Molecules 2025 dataset. Energies are from ωB97M-V/def2-TZVPD.

- SMILES = CC(=O)c1cc(C(=O)N[C@@H](C)Cn2ccc(-c3ccc(C#N)c(Cl)c3)n2)n[nH]1
- LUMO energy (eV) = -0.3
- Kohn-Sham gap (eV) = 8.599
- multiplicity = 1
- highest occupied orbital energy (Eh) = -0.327

CARTESIAN COORDINATES (ANGSTROEM)
C 0.17 -2.60 -2.12
H 3.67 -6.65 -5.96
O 3.52 -4.26 -6.59
C -2.17 3.83 4.45
H -1.10 -1.78 0.32
H 1.54 -0.42 0.27
Cl -2.60 5.38 6.65
C 2.93 -4.67 -5.63
N -0.03 -1.35 -1.46
H 3.49 -6.25 -4.29
C 2.32 -3.65 -4.84
C 3.01 -6.21 -5.24
C -0.71 5.84 4.79
H 1.35 -4.85 -3.32
C -0.31 6.99 5.48
H -3.06 3.31 4.85
O -0.35 -3.60 -1.53
N 0.05 7.97 5.99
C -1.98 2.39 2.42
C 1.03 -2.64 -3.22
H 2.00 -6.71 -5.08
C -2.59 1.18 3.04
H 2.84 -1.80 -5.74
H 0.07 -0.60 -2.16
H -3.12 -0.70 2.09
H -3.00 0.96 3.99
C 0.70 -0.85 0.76
C -1.79 5.00 5.20
H 0.78 6.01 3.26
H 0.12 4.03 1.89
H -0.98 0.97 -0.94
C -0.48 4.34 2.76
H -2.25 -0.04 -0.72
H 0.44 -0.34 1.75
H 1.14 -1.84 1.08
C -0.50 -1.03 -0.11
N 1.45 -1.69 -4.03
C -1.39 0.23 -0.25
N 2.28 -2.23 -4.97
N -1.64 2.09 1.16
C 1.59 -3.89 -3.73
C -0.13 5.45 3.57
C -1.60 3.61 3.13
N -2.01 0.76 1.00
C -2.67 0.26 2.06

Here are the Löwdin charges for atoms 1 to 4, given in e:
1. C -0.3710
2. H 0.0696
3. O 0.0933
4. C -0.0130


[4]
Here is a molecular structure, C19H17F5N2STc at a distorted geometry from the Open Molecules 2025 dataset. Energies are from ωB97M-V/def2-TZVPD.

- LUMO energy (alpha / beta) (eV) = -9.5 / -10.5
- Kohn-Sham gap (alpha / beta) (eV) = 6.006 / 5.028
- expectation value of S² = 3.83
- charge = +2
- multiplicity = 4
- highest occupied orbital energy (alpha / beta) (Eh) = -0.571 / -0.570

CARTESIAN COORDINATES (ANGSTROEM)
H -3.47 1.75 -0.82
C 1.68 0.06 -1.84
C -0.59 2.15 3.77
H 0.27 3.02 -1.58
F -2.98 1.49 6.44
H 2.23 3.64 -2.97
H -3.29 -0.39 0.82
C 2.33 -2.33 -1.53
C -2.07 0.02 4.81
H 3.94 1.89 -3.60
C 1.43 -1.29 -1.33
F 0.21 3.15 3.34
C -1.34 2.43 0.21
F -1.43 3.55 5.50
C 2.11 2.62 -2.66
C -1.38 2.34 4.90
C -2.16 1.29 5.39
N 0.29 -1.46 -0.61
C 0.93 -3.72 -0.22
Tc -1.19 0.43 -0.27
H -2.22 -1.21 1.93
C 0.06 -2.65 -0.04
H -0.83 -2.76 0.56
H -1.82 3.03 -0.58
C 1.00 2.27 -1.90
C -0.58 0.90 3.10
C 2.08 -3.57 -0.98
C 2.84 0.36 -2.56
F -2.84 -0.99 5.26
H 0.68 -4.66 0.25
H -2.33 -1.78 0.34
H 2.78 -4.40 -1.14
C -2.82 1.06 -1.35
C -1.20 -0.18 3.76
N 0.76 1.01 -1.53
H 3.22 -2.14 -2.11
C -2.27 -0.83 0.90
H -0.39 2.94 0.44
H -2.73 1.51 -2.34
S 0.25 0.68 1.63
F -0.86 -1.45 3.42
H -3.43 0.16 -1.43
C 3.06 1.66 -3.00
H 3.55 -0.43 -2.77
H -1.97 2.59 1.11

Here are the Löwdin charges for atoms 1 to 4, given in e:
1. H 0.0401
2. C -0.1983
3. C -0.1721
4. H 0.1014


[5]
Here is a molecular structure, C19H17IN7Os from the Open Molecules 2025 dataset. Energies are from ωB97M-V/def2-TZVPD.

- LUMO energy (alpha / beta) (eV) = -9.5 / -12.2
- Kohn-Sham gap (alpha / beta) (eV) = 7.994 / 6.095
- expectation value of S² = 6.05
- charge = +3
- multiplicity = 5
- highest occupied orbital energy (alpha / beta) (Eh) = -0.642 / -0.674

CARTESIAN COORDINATES (ANGSTROEM)
H 1.97 -0.04 2.73
C -5.00 -1.49 0.33
H 6.36 0.18 -2.22
H -2.84 -3.63 -1.32
N -2.61 4.66 0.66
H 4.63 1.93 -2.36
C 5.35 -0.03 -1.89
C 3.38 -2.88 -0.55
I 1.60 2.10 -1.75
C -2.69 -1.33 -0.33
N 1.18 1.75 3.58
C -1.06 2.94 1.17
H 1.64 1.81 4.48
H -5.78 -1.49 -0.43
H -4.59 -3.46 -1.57
H 1.82 -4.19 0.16
N -1.27 2.34 -0.01
C 3.72 -1.59 -0.99
C -2.15 2.89 -0.86
H -4.83 -0.48 0.68
C -3.79 -3.41 -0.84
H 5.78 -2.07 -1.37
Os -0.12 0.52 -0.40
C 5.02 -1.30 -1.41
C -2.82 4.05 -0.50
N -1.72 -0.68 -0.38
H 0.09 -2.48 0.10
C 1.09 -2.21 -0.21
H -5.28 -2.14 1.16
N -3.75 -2.03 -0.29
C -0.09 2.28 2.04
H -3.53 4.50 -1.18
C 2.06 -3.19 -0.17
C -1.74 4.11 1.50
C 2.70 -0.58 -1.03
H -3.97 -4.10 -0.02
H -1.57 4.60 2.45
N 0.51 1.12 1.64
C 4.38 0.96 -1.96
H 4.14 -3.65 -0.53
C 1.32 0.82 2.65
C 3.10 0.65 -1.54
C 1.37 -0.87 -0.60
N 0.29 2.69 3.21
H -2.31 2.40 -1.81

Here are the Löwdin charges for atoms 1 to 4, given in e:
1. H 0.1561
2. C 0.0439
3. H 0.1426
4. H 0.1027


[6]
Here is a gas-phase ion, C19H17N2O (charge -1) at a distorted geometry from the Open Molecules 2025 dataset. Energies are from ωB97M-V/def2-TZVPD.

- SMILES = C/C([O-])=C/C[C@H](C#N)N=C(c1ccccc1)c1ccccc1
- LUMO energy (eV) = 2.5
- Kohn-Sham gap (eV) = 5.222
- charge = -1
- multiplicity = 1
- highest occupied orbital energy (Eh) = -0.099

CARTESIAN COORDINATES (ANGSTROEM)
H 3.48 -2.72 -0.11
C 0.92 -3.45 -2.25
H -0.67 -2.07 -2.78
C -2.49 -1.08 -1.07
C 1.61 1.39 3.60
H -1.99 -2.04 -0.83
H -4.46 -1.85 -0.97
C 1.98 2.90 -1.02
H -1.63 2.14 -1.79
C 2.13 -3.59 -1.56
C 1.73 -1.48 -0.44
H 1.48 0.54 5.64
N 0.45 1.19 -1.26
C -1.66 0.05 -1.33
H -4.09 2.32 -1.94
H -0.21 1.10 2.63
H 2.11 2.41 1.32
C 0.18 -2.28 -2.11
H 0.58 -4.21 -2.94
C 0.57 -1.28 -1.21
N 2.33 3.97 -1.35
C 0.86 1.03 4.88
H 2.37 1.00 -0.33
C -2.25 1.28 -1.59
O 2.84 1.58 3.59
H 0.02 0.36 4.69
C 0.81 1.37 2.43
C -3.88 -0.94 -1.15
H 0.45 1.95 5.34
C -4.44 0.31 -1.41
C -0.16 0.05 -1.22
H -5.52 0.35 -1.44
C 1.57 1.66 -0.37
H 1.99 -0.79 0.37
C 2.54 -2.61 -0.66
H 2.74 -4.47 -1.72
C -3.63 1.40 -1.66
C 1.13 1.97 1.12
H 0.22 2.52 0.91

Here are the Löwdin charges for atoms 1 to 4, given in e:
1. H 0.1069
2. C -0.0925
3. H 0.1174
4. C -0.0323


[7]
Here is 2 unconnected molecules or ions with the total composition C19H17N2O6S2 at a distorted geometry from the Open Molecules 2025 dataset. Energies are from ωB97M-V/def2-TZVPD.

- LUMO energy (eV) = 2.4
- Kohn-Sham gap (eV) = 6.705
- charge = -1
- multiplicity = 1
- highest occupied orbital energy (Eh) = -0.159

CARTESIAN COORDINATES (ANGSTROEM)
O 1.75 0.07 -0.86
C -4.07 -0.43 0.57
C 3.66 4.66 0.00
H 0.33 -5.92 -0.05
H 3.60 3.41 -3.00
N 1.24 3.23 0.34
H -5.84 -3.31 1.05
N 2.78 4.85 1.05
S 0.99 -0.29 0.30
C 0.45 -4.83 0.00
H 1.19 -4.65 -2.02
C 1.09 -2.73 -1.04
C -5.00 -2.67 0.80
H -0.28 -4.68 2.03
H -5.93 -0.86 1.55
C -3.85 -3.20 0.22
C -2.85 -2.37 -0.27
C 4.14 3.28 -2.06
H -3.75 -4.29 0.09
C 0.93 -4.12 -1.11
C 1.62 4.11 1.32
O -1.12 -0.76 -1.87
O -2.51 1.27 -1.34
H -4.12 0.66 0.71
H 0.15 2.13 1.57
H 3.04 5.52 1.77
H -1.96 -2.77 -0.76
C 0.73 -2.07 0.14
C 3.25 3.62 -0.93
C 2.02 3.06 -0.70
C -2.98 -0.99 -0.12
H -1.18 2.72 0.35
C 0.29 -2.77 1.26
O 1.50 -0.11 1.65
C -0.47 1.97 0.71
C 0.11 -4.15 1.17
C -0.53 0.70 0.24
O 1.06 4.31 2.39
H 0.11 -2.22 2.19
C -5.07 -1.28 1.03
H 1.51 -2.18 -1.88
H 1.62 2.37 -1.43
H 4.46 2.25 -1.99
H 5.00 3.94 -2.03
S -1.78 0.11 -0.91
O 4.66 5.38 -0.10

Here are the Löwdin charges for atoms 1 to 4, given in e:
1. O -0.3094
2. C -0.0495
3. C -0.4637
4. H 0.0988


[8]
Here is C19H17N3O3S in the gas phase at a distorted geometry from the Open Molecules 2025 dataset. Energies are from ωB97M-V/def2-TZVPD.

- SMILES = CCN1C(=O)c2cc3c(OC)cc(OCc4ccccn4)cc3n2C1=S
- LUMO energy (eV) = -0.7
- Kohn-Sham gap (eV) = 7.506
- multiplicity = 1
- highest occupied orbital energy (Eh) = -0.303

CARTESIAN COORDINATES (ANGSTROEM)
H -1.84 -2.17 1.72
H 4.30 -3.14 1.01
S -1.83 2.54 -0.47
C 0.04 -0.54 -0.01
C 2.84 -1.02 0.32
C -1.46 -2.94 -0.87
H 2.26 -3.07 0.26
C -3.86 -2.90 2.08
C 4.69 -2.51 0.23
H -5.83 -3.77 1.95
C 0.97 0.49 0.10
N 0.39 4.07 -0.07
C -0.07 5.50 -1.96
H 4.07 1.76 0.36
H 4.45 -2.86 -0.79
H -0.60 4.70 -2.52
C 1.98 2.48 0.13
O -0.27 -2.95 -0.08
C 2.99 1.60 0.30
O 2.59 4.80 0.18
C -0.19 5.34 -0.44
H -1.22 5.40 -0.09
H -5.64 -4.44 -0.38
C -4.90 -3.55 1.47
C 2.35 0.28 0.27
C -2.71 -2.69 1.31
H -3.90 -2.55 3.10
N 0.78 1.86 0.08
C 0.53 -1.83 0.01
O 4.20 -1.20 0.43
H 0.33 6.14 0.04
C 1.77 3.89 0.05
C 1.90 -2.05 0.16
H 5.75 -2.49 0.34
C -4.83 -3.98 0.12
H -0.46 6.50 -2.23
H -1.39 -3.72 -1.64
C -2.65 -3.16 0.00
C -0.23 2.80 -0.15
N -3.69 -3.83 -0.58
H -1.57 -2.02 -1.46
H -1.03 -0.27 -0.07
H 0.99 5.49 -2.24

Here are the Löwdin charges for atoms 1 to 4, given in e:
1. H 0.1147
2. H 0.0889
3. S 0.7152
4. C 0.0443


[9]
Here is C19H17NO5 in the gas phase from the Open Molecules 2025 dataset. Energies are from ωB97M-V/def2-TZVPD.

- SMILES = COc1ccc([C@H]2/C(=C(/O)c3ccccc3)C(=O)C(=O)N2CO)cc1
- LUMO energy (eV) = -0.4
- Kohn-Sham gap (eV) = 8.256
- multiplicity = 1
- highest occupied orbital energy (Eh) = -0.318

CARTESIAN COORDINATES (ANGSTROEM)
C 0.96 1.28 0.37
H 2.33 -0.56 4.82
O -4.58 0.24 1.08
H -1.18 1.54 -1.08
H 0.74 -1.29 3.23
H 4.08 -0.73 4.56
C 2.05 1.10 1.20
C -1.84 -0.52 -1.05
C 1.99 0.17 2.24
H -1.16 -0.95 1.74
C 0.27 -0.40 -3.83
H 1.17 -1.44 -0.74
H -2.66 -2.44 -2.16
H -1.65 2.72 1.32
H 2.95 1.66 1.07
H 3.38 -0.80 -1.60
O -2.88 1.84 2.63
O 3.11 0.06 3.00
C -0.26 -0.37 1.59
C 2.64 -0.18 -3.51
C -3.57 0.18 0.41
N -2.57 1.09 0.42
H 3.61 0.10 -3.89
C -2.62 2.23 1.32
H -3.40 2.92 0.95
C 1.51 -0.04 -4.31
O -3.81 -1.85 -0.97
H -3.73 1.36 2.63
H 1.02 2.01 -0.44
C 1.27 -1.03 -1.73
C 3.10 -0.83 4.09
C 2.51 -0.68 -2.23
C -0.20 0.54 0.55
C -1.20 -1.24 -2.02
C 0.14 -0.88 -2.53
H -0.61 -0.30 -4.45
C -1.39 0.74 -0.35
O -1.77 -2.29 -2.57
H 1.61 0.33 -5.32
C 0.82 -0.57 2.43
C -3.16 -0.88 -0.60
H 2.96 -1.86 3.77

Here are the Löwdin charges for atoms 1 to 4, given in e:
1. C -0.0415
2. H 0.0971
3. O 0.0983
4. H 0.1665


[10]
Here is a molecular structure, C19H18ClIN2O2Ru at a distorted geometry from the Open Molecules 2025 dataset. Energies are from ωB97M-V/def2-TZVPD.

- LUMO energy (alpha / beta) (eV) = -7.4 / -10.5
- Kohn-Sham gap (alpha / beta) (eV) = 7.130 / 3.946
- expectation value of S² = 6.05
- charge = +2
- multiplicity = 5
- highest occupied orbital energy (alpha / beta) (Eh) = -0.536 / -0.531

CARTESIAN COORDINATES (ANGSTROEM)
O -0.64 -0.52 2.25
C 1.30 -1.43 -3.20
H 2.13 -4.86 4.01
N 0.20 1.69 0.88
H 0.56 -0.70 -2.84
N -1.31 0.40 -0.61
I 3.24 -0.29 0.56
Ru 0.81 0.07 -0.28
H 1.96 -3.15 2.19
C -3.38 -0.59 -1.23
H 2.00 1.54 1.79
H 1.61 3.55 3.25
C -0.04 -4.94 4.33
H 2.68 -1.57 -1.49
H 3.49 -1.72 -3.08
C -1.45 3.14 1.85
H -2.29 -2.82 2.88
C -1.99 -0.54 -1.28
H -2.50 3.44 1.91
H -3.88 -1.41 -1.74
C 2.67 -1.20 -2.55
C -0.22 -1.57 1.73
C -4.10 0.38 -0.54
H -1.36 -1.24 -1.84
H -5.19 0.34 -0.49
H 0.93 -2.43 -2.94
C -0.17 -2.85 2.51
H 1.33 -1.40 -4.30
H -2.19 -4.69 4.57
C 1.14 -4.47 3.71
C -1.10 2.14 0.93
C 0.80 3.18 2.64
C -3.39 1.39 0.09
H -3.87 2.22 0.60
C -0.49 3.69 2.69
C -1.29 -4.35 4.04
Cl 0.07 -6.14 5.58
C -1.98 1.34 0.11
C 1.07 -3.47 2.74
H -0.73 4.50 3.38
C -1.34 -3.31 3.12
H 2.92 -0.14 -2.53
O 0.19 -1.67 0.47
C 1.07 2.13 1.79

Here are the Löwdin charges for atoms 1 to 4, given in e:
1. O 0.0932
2. C -0.1674
3. H 0.1439
4. N -0.0654


[11]
Here is a molecular structure, C19H18CrF6N4O6S2 from the Open Molecules 2025 dataset. Energies are from ωB97M-V/def2-TZVPD.

- LUMO energy (alpha / beta) (eV) = -3.9 / -4.3
- Kohn-Sham gap (alpha / beta) (eV) = 7.520 / 7.169
- expectation value of S² = 3.78
- charge = +1
- multiplicity = 4
- highest occupied orbital energy (alpha / beta) (Eh) = -0.421 / -0.421

CARTESIAN COORDINATES (ANGSTROEM)
C -1.47 -2.93 -2.84
C 4.85 2.12 2.16
C 0.58 -1.97 -1.74
C -3.54 -1.76 -2.57
C 0.24 3.58 -0.51
C 5.98 0.44 0.86
H 1.16 3.06 -0.77
O -0.70 -1.45 1.11
C -2.20 -3.08 2.41
F -4.13 1.98 1.52
O 0.11 -2.16 3.32
N 0.94 -1.01 -0.98
O -2.15 1.85 3.69
O -1.25 1.18 1.51
C -1.90 3.77 -1.95
C 2.31 0.25 0.16
C -3.79 0.78 1.98
H 2.72 2.20 1.93
S -2.10 0.87 2.67
H 6.90 -0.05 0.56
H 4.88 2.93 2.88
C -2.83 -2.82 -3.11
C 6.02 1.48 1.77
H -4.59 -1.63 -2.77
N 2.24 -0.83 -0.59
H 2.52 -2.78 -1.98
F -2.71 -3.33 3.60
N -1.58 -0.98 -1.46
Cr -0.41 0.12 -0.06
H 6.97 1.80 2.19
H -1.89 4.81 -1.63
C 1.51 -2.98 -2.31
C -2.87 -0.86 -1.75
H -0.88 -3.72 -3.28
O 1.25 0.98 0.41
H 1.47 -2.96 -3.40
C 4.78 0.03 0.32
H -1.59 3.75 -3.00
F -1.56 -4.14 1.95
C -0.87 -1.99 -2.02
F -4.66 0.38 2.89
F -3.80 -0.08 0.96
H -3.32 -3.54 -3.74
C 3.60 0.67 0.71
N -1.81 -0.56 3.23
F -3.17 -2.74 1.56
H -2.89 3.35 -1.89
H 0.11 3.44 0.57
H -3.38 -0.02 -1.31
C -0.92 2.94 -1.19
O -1.11 1.72 -1.13
H 0.31 4.64 -0.74
S -0.98 -1.70 2.54
H 1.22 -3.98 -1.98
C 3.64 1.72 1.63
H 4.73 -0.78 -0.39

Here are the Löwdin charges for atoms 1 to 4, given in e:
1. C 0.0280
2. C -0.0610
3. C -0.2125
4. C -0.0075